No. 1
Density functional theory data (ωB97M-V/def2-TZVPD) for a molecular structure, C23H27ClNOPr in a non-equilibrium geometry.

## Properties
Spin multiplicity   3
Lowest unoccupied orbital energy (spin up / spin down)   -0.22 / -0.19 eV
<S²>   2.00
Total energy   -54416.01067 eV

Last column: Löwdin spin population.
Atoms and positions in Å:
Pr 0.07940 -0.03549 3.28785  2.05
Cl -1.31658 1.68785 4.69035  0.00
O -0.03946 0.58466 -1.29488  0.00
N -1.38578 1.40264 -2.73690  0.00
C -1.53603 1.95210 2.89882  -0.01
C 1.05949 1.82252 -2.81106  0.00
C 2.39344 1.46946 3.31025  -0.01
C -1.44761 -2.17639 3.22598  0.00
C 3.68199 0.77749 -3.12489  0.00
C -0.25701 -2.67318 2.60382  0.00
C 2.45884 0.35775 1.27738  0.00
C 2.23626 1.61127 1.89123  0.00
C -3.59268 -2.25657 -0.31175  0.00
C 2.75798 -0.57634 2.31288  0.00
C 2.17405 2.44871 -2.20466  0.00
C 3.46658 1.93374 -2.36913  0.00
C 1.29317 0.64120 -3.53354  0.00
C -2.20106 -1.52693 2.19483  0.00
C -0.35168 2.43773 -2.80716  0.00
C -0.31468 -2.35395 1.20799  0.00
C -1.52065 -1.67362 0.93631  0.00
C -2.38156 -0.11023 -0.93292  0.00
C 2.57739 0.12245 -3.69389  0.00
C -1.20675 0.62258 -1.60716  0.00
C -1.47630 -2.35013 -1.54561  0.00
C 2.73626 0.09078 3.57908  -0.01
C -2.20145 -1.56983 -0.44329  0.00
H -2.05310 -2.29393 -2.47992  0.00
H 3.04062 -1.62140 2.12995  0.00
H -4.24414 -1.81146 0.45159  0.00
H 0.42300 0.12834 -3.94852  0.00
H -3.18406 -0.09761 -1.66701  0.00
H -1.38250 -3.40821 -1.27774  0.00
H -2.29421 1.68016 -3.05503  0.00
H 2.54277 0.19717 0.18252  0.00
H -0.40275 2.97935 -1.85805  0.00
H 4.69174 0.38569 -3.28125  0.00
H -3.46939 -3.31815 -0.04899  0.00
H 2.10841 2.55219 1.31672  0.00
H -3.19339 -1.05667 2.28824  0.00
H -1.67093 -2.15193 4.32220  0.00
H -2.58061 1.73473 2.60936  0.00
H 4.32531 2.44601 -1.90998  0.00
H 2.27014 2.26412 4.06518  0.00
H -0.49986 3.11988 -3.65249  0.00
H 2.70904 -0.79372 -4.27185  0.00
H -2.74291 0.50413 -0.09526  0.00
H 0.37657 -2.69340 0.42006  0.00
H 2.83001 -0.37547 4.58734  0.00
H -0.48664 -1.92815 -1.72351  0.00
H 2.01310 3.33393 -1.57916  0.00
H -4.14414 -2.24101 -1.26330  0.00
H 0.58504 -3.18187 3.10752  0.00
H -1.25269 2.98704 2.63145  0.00

***

No. 2
Density functional theory data (ωB97M-V/def2-TZVPD) for 4 unconnected molecules or ions with the total composition C23H27F24NO7S.

## Properties
Lowest unoccupied orbital energy   0.34 eV
SMILES string   CN(C)C(=O)C[C@@H]1CCS(=O)(=O)OC1.FC(F)C(F)(F)COC(F)(F)C(F)F.FC(F)C(F)(F)COC(F)(F)C(F)F.FC(F)C(F)(F)COC(F)(F)C(F)F
Total energy   -116166.14790 eV

Last column: Mulliken charge in e.
Atoms and positions in Å:
S 2.53645 -4.96242 7.45495  1.22
F -5.73440 3.34403 -6.32021  -0.33
F 4.73819 4.75231 -3.00610  -0.23
F -0.75298 -1.79171 -2.28317  -0.20
F -4.61806 2.16055 -4.84590  -0.24
F -2.77094 -2.22904 -5.54690  -0.30
F 1.00574 -2.12683 -3.53829  -0.30
F -3.02396 -0.17759 -4.83590  -0.17
F 2.15346 5.05283 -1.80927  -0.30
F 4.40962 5.60574 -0.42609  -0.22
F -2.82520 1.49979 -6.92653  -0.19
F 3.14639 5.60510 -4.24518  -0.27
F 1.41752 3.69348 -3.33773  -0.33
F 1.40068 0.01578 -1.95446  -0.27
F 5.36840 2.98210 -0.81104  -0.28
F 5.82142 4.84449 1.06185  -0.27
F -2.24234 -0.53938 1.17881  -0.31
F -4.15206 -0.83153 -7.38507  -0.28
F 4.54658 2.49552 1.16657  -0.33
F -2.51958 0.05536 -1.43377  -0.26
F -2.61231 1.81208 -0.15622  -0.31
F -0.31157 -0.80290 0.18582  -0.26
F -5.39027 -2.27548 -6.33350  -0.30
F 1.19341 0.49030 -4.08813  -0.36
F -3.08163 3.62368 -6.47557  -0.26
O 1.98000 -5.60127 6.30184  -0.59
O 2.89515 2.93109 -1.92629  -0.30
O -5.63674 -0.15485 -5.83542  -0.39
O -0.79483 1.49776 -1.34147  -0.48
O -0.32498 -0.36787 3.91321  -0.58
O 3.27008 -5.72517 8.40722  -0.66
O 3.49454 -3.78889 6.95883  -0.41
N -0.30448 -2.66009 4.09259  0.27
C -1.78053 0.86310 -0.65142  0.85
C -4.94562 2.24086 -6.15061  0.89
C -3.67828 -1.32797 -5.10737  0.20
C 0.10933 -1.36442 4.44099  0.31
C -1.22812 0.11082 0.56738  0.26
C 3.01964 2.90399 -0.52030  -0.69
C 2.92177 -2.46377 6.88336  -0.67
C 2.51653 4.04197 -2.61326  0.74
C -0.02993 -1.28879 -3.30760  0.15
C -1.60786 -2.67369 3.42822  -0.76
C -5.81834 1.04635 -6.55812  -0.74
C 0.51290 0.10038 -2.96912  1.16
C -3.69185 2.53211 -6.98441  0.08
C -0.51032 1.20965 -2.69911  -0.74
C 3.57837 4.48159 -3.63159  0.21
C 4.56863 4.71579 0.57402  0.09
C 1.08870 -1.23708 5.60576  -1.07
C -4.73025 -1.10257 -6.20230  0.74
C 4.38712 3.28358 0.05952  0.85
C 0.72005 -3.42296 3.36415  -1.23
C 1.23299 -4.08232 8.27447  -0.78
C 0.57576 -2.99572 7.39239  -0.92
C 1.52335 -2.53546 6.27955  0.81
H 2.89551 -2.05391 7.89731  0.27
H -0.02421 2.11159 -3.06057  0.31
H -0.65502 -1.24569 -4.20252  0.06
H -0.35344 -3.36174 6.96075  0.38
H -0.77466 0.80786 1.27367  0.27
H 2.89390 1.85324 -0.26286  0.39
H -1.41991 1.05916 -3.28081  0.37
H 1.65549 -3.63613 9.17166  0.38
H 0.47944 -3.45204 2.29976  0.38
H 1.55710 -3.32988 5.54000  0.21
H 3.85334 4.93126 1.37192  0.29
H 2.21827 3.45877 -0.03040  0.36
H -3.95819 2.72598 -8.02636  0.27
H 0.52271 -4.85448 8.55738  0.41
H 0.34146 -2.14079 8.02902  0.34
H 0.54765 -0.60734 6.31697  0.36
H -2.34463 -2.19776 4.07089  0.32
H -1.90421 -3.71260 3.29162  0.40
H 3.73216 3.69392 -4.37110  0.26
H -4.14808 -1.69897 -4.19537  0.32
H 0.80359 -4.43993 3.74890  0.32
H -6.83223 1.35569 -6.31034  0.40
H 1.94395 -0.65215 5.26467  0.31
H 3.61387 -1.85553 6.30751  0.41
H -1.57741 -2.15229 2.47446  0.09
H 1.69815 -2.95262 3.46535  0.47
H -5.77996 0.88393 -7.63559  0.33

***

No. 3
Density functional theory data (ωB97M-V/def2-TZVPD) for 8 unconnected molecules or ions with the total composition C23H27F7NO23P in a non-equilibrium geometry.

## Properties
Lowest unoccupied orbital energy   -0.85 eV
SMILES string   O=C1OC[C@@H](F)O1.O=C1OC[C@@H](F)O1.O=C1OC[C@@H](F)O1.O=C1OC[C@@H](F)O1.O=C1OC[C@@H](F)O1.O=C1OC[C@@H](F)O1.O=C1OC[C@@H](F)O1.CPCON=O
Total energy   -101179.28677 eV

Last column: Mulliken charge in e.
Atoms and positions in Å:
P 0.10888 2.70941 -1.96174  -0.05
F 3.99374 -4.11194 7.30209  -0.23
F 0.13958 -1.84197 8.41473  -0.29
F 0.79737 -1.73410 0.07635  -0.24
F 2.49498 6.16086 -4.41931  -0.31
F -0.28344 1.02578 -8.66021  -0.28
F -4.90858 1.35330 6.34913  -0.28
F -4.25646 -3.18922 -3.51584  -0.30
O 1.96972 4.16211 -10.84199  -0.50
O -0.26002 0.08492 4.43851  -0.49
O -5.48857 2.21388 4.33955  -0.32
O 1.54145 -0.78341 5.45703  -0.35
O -5.25289 3.24816 2.35284  -0.50
O -3.46296 2.37798 3.39523  -0.30
O 1.94508 -3.11398 1.44943  -0.30
O -0.63152 6.91415 -5.64258  -0.33
O 3.03848 -7.17170 6.03323  -0.34
O -1.54020 -2.84991 -1.43031  -0.25
O -1.91851 5.84637 -4.14278  -0.50
O 3.63348 -6.24079 7.98251  -0.31
O -3.57782 -1.96987 -1.73833  -0.33
O 1.45667 3.99686 -8.66085  -0.32
O -0.46865 -0.96356 6.42086  -0.31
O 0.93354 2.32350 -10.05611  -0.33
O -2.37475 -1.38928 0.07125  -0.41
O 1.33352 0.30590 -4.38252  -0.29
O 0.49229 -3.23720 3.15104  -0.32
O 0.32514 2.14177 -4.74915  -0.14
O 2.87065 -8.35952 7.93259  -0.50
O 0.32236 5.65782 -4.05076  -0.28
O 2.53120 -4.14683 3.36634  -0.50
N 1.49006 1.46661 -4.42704  0.23
C 3.33819 -5.79755 5.76561  -0.18
C -2.48704 -2.00959 -0.93253  0.61
C -4.78034 2.67371 3.27090  0.63
C 3.15018 -7.35830 7.37112  0.62
C -2.11294 -3.50843 -2.56577  -0.46
C -4.64785 1.29453 5.01614  0.32
C -0.10174 -2.40301 2.14822  -0.21
C -3.27346 1.80894 4.69389  -0.04
C 0.28574 1.05060 -1.08036  -0.72
C -0.60147 2.23931 -3.63547  -0.40
C 0.22522 -0.49448 5.35352  0.69
C 0.69098 3.05013 -7.90958  0.22
C 1.49859 3.55649 -9.94471  0.58
C 0.66530 -2.78208 0.92290  0.37
C 0.82519 1.80482 -8.74039  0.39
C 1.73407 -3.55493 2.71690  0.52
C -0.84985 6.11790 -4.56764  0.66
C 1.31585 5.89495 -5.03605  0.76
C 1.75323 -1.36495 6.74859  -0.24
C 4.16961 -5.42021 6.95871  0.30
C 0.78165 7.10050 -5.75771  -0.48
C -3.19277 -2.54649 -2.97633  0.32
C 0.38444 -1.88862 7.08254  0.39
H -2.51624 -4.47637 -2.26191  0.30
H -1.30481 3.02697 -3.91634  0.33
H 0.18393 -2.89618 6.71163  0.25
H 2.07935 -0.59225 7.44739  0.29
H -0.35019 1.01017 -0.19589  0.36
H -0.06078 0.25727 -1.75554  0.04
H 1.09035 2.93112 -6.90599  -0.28
H 1.08800 7.13806 -6.80126  0.32
H -0.34449 3.39127 -7.84058  0.23
H -1.36851 -3.66389 -3.34389  0.30
H 3.87161 -5.68772 4.82582  0.28
H -4.84766 0.28378 4.65308  0.29
H -2.86126 -1.75907 -3.65705  0.20
H -2.52167 1.02229 4.67300  -0.05
H 0.04080 -1.35574 2.42150  0.18
H 0.25390 -3.63691 0.38303  0.23
H 2.41152 -5.22564 5.71130  0.13
H 1.33422 0.84922 -0.84860  0.36
H 2.50769 -2.14826 6.70805  0.06
H -1.16599 -2.59918 2.04996  0.28
H 1.06920 8.03317 -5.26847  0.28
H 1.41538 3.25676 -2.11575  0.04
H 1.70785 1.20291 -8.51225  0.32
H -2.95138 2.58725 5.38906  0.25
H 1.42689 5.00644 -5.66236  -0.11
H -1.18911 1.32011 -3.49335  0.20
H 5.23684 -5.62491 6.84973  0.22

***

No. 4
Density functional theory data (ωB97M-V/def2-TZVPD) for a single C23H27FN2O3 molecule.

## Properties
Lowest unoccupied orbital energy   0.61 eV
SMILES string   Cc1ccc(OCCN(C)C(=O)[C@@H]2CCC(=O)N(Cc3ccccc3F)C2)cc1
Total energy   -36130.50637 eV

Last column: Mulliken charge in e.
Atoms and positions in Å:
F 0.18960 1.64459 -3.10844  -0.39
O 0.47795 -1.50048 2.46560  -0.71
O 2.35113 1.11832 0.71742  -0.54
O -4.15071 -1.45983 -1.54795  -0.69
N 0.29270 0.74191 2.50250  0.23
N -2.11375 -0.66483 -1.04001  0.28
C 3.61185 -3.99664 -1.37186  -1.55
C -0.98225 -0.49762 -0.15580  -0.47
C 2.70687 -0.13821 0.29446  0.92
C -3.13686 3.45414 -1.54538  -0.86
C -3.36464 -1.94684 0.64657  -0.64
C 2.65341 -1.67748 -1.55479  -0.45
C -3.23974 -1.35176 -0.74545  0.78
C -0.13498 -0.49841 2.14979  0.15
C 1.62657 0.85557 3.05411  -1.08
C -0.91652 2.23150 -2.59500  0.69
C 2.59208 1.51331 2.04453  -0.61
C -0.91811 3.60599 -2.44189  -0.63
C 2.35467 -0.44209 -1.01925  -0.54
C -2.03882 4.21745 -1.90965  -0.40
C 3.38282 -1.08619 1.04833  -0.33
C -2.00005 1.44032 -2.23817  0.28
C -1.97000 -0.06021 -2.35282  -1.33
C -2.09653 -1.93703 1.48780  -0.81
C 3.67571 -2.32131 0.49648  -0.93
C -0.36779 1.98345 2.17333  -1.04
C -1.40125 -0.59106 1.30989  0.43
C 3.31388 -2.64206 -0.80311  0.69
C -3.11471 2.08127 -1.70870  -0.18
H 3.68892 -0.88549 2.06246  0.31
H -3.96830 1.48121 -1.43109  0.49
H 2.36960 -1.89380 -2.57485  0.38
H -3.74969 -2.96121 0.52830  0.39
H -0.04887 4.17291 -2.73593  0.46
H -2.05427 5.28906 -1.78280  0.41
H 1.60783 1.44953 3.97310  0.42
H -0.53019 0.47672 -0.36301  0.16
H -1.41393 -2.72913 1.17823  0.34
H 1.94375 -0.16178 3.28929  0.37
H 3.62893 1.31723 2.34403  0.41
H -1.43792 1.92272 2.36597  0.40
H -2.81487 -0.40995 -2.95341  0.53
H 4.56343 -4.37134 -1.00096  0.40
H -0.20956 2.27040 1.13006  0.32
H 4.19600 -3.05149 1.09929  0.38
H 2.43752 2.59651 2.03024  0.47
H 2.83587 -4.70415 -1.07752  0.28
H 0.04048 2.76640 2.81109  0.35
H -2.10462 0.21087 1.54257  0.32
H -2.34078 -2.10645 2.53787  0.41
H 1.85532 0.31008 -1.60912  0.46
H -0.22413 -1.26679 -0.36041  -0.08
H -4.15116 -1.37091 1.14504  0.23
H -1.03349 -0.39659 -2.80716  0.36
H 3.64495 -3.96276 -2.45827  0.37
H -4.01336 3.93244 -1.13555  0.43